# 1
{
  "formula": "C31H80N14O9",
  "method": "the ωB97M-V functional and the def2-TZVPD basis",
  "charge": 0,
  "e_tot_ha": -2672.83859,
  "homo_energy_ha": -0.262,
  "lumo_energy_ev": -0.112,
  "smiles": "CC1(C)CCCC(C)(C)N1O.CC1(C)CCCC(C)(C)N1O.COC[C@H](C)N.COC[C@H](C)N.NC(N)=O.NC(N)=O.NC(N)=O.NC(N)=O.NC(N)=O",
  "multiplicity": 1,
  "species": ["C", "C", "C", "C", "C", "C", "C", "C", "C", "N", "O", "H", "H", "H", "H", "H", "H", "H", "H", "H", "H", "H", "H", "H", "H", "H", "H", "H", "H", "H", "C", "C", "C", "C", "C", "C", "C", "C", "C", "N", "O", "H", "H", "H", "H", "H", "H", "H", "H", "H", "H", "H", "H", "H", "H", "H", "H", "H", "H", "H", "C", "O", "C", "C", "C", "N", "H", "H", "H", "H", "H", "H", "H", "H", "H", "H", "H", "C", "O", "C", "C", "C", "N", "H", "H", "H", "H", "H", "H", "H", "H", "H", "H", "H", "N", "C", "N", "O", "H", "H", "H", "H", "N", "C", "N", "O", "H", "H", "H", "H", "N", "C", "N", "O", "H", "H", "H", "H", "N", "C", "N", "O", "H", "H", "H", "H", "N", "C", "N", "O", "H", "H", "H", "H"],
  "positions_angstrom": [[-23.654, 6.142, 28.105], [-22.468, 5.240, 28.478], [-22.543, 3.885, 27.750], [-21.129, 5.882, 28.017], [-20.529, 6.963, 28.942], [-20.372, 6.391, 30.351], [-21.613, 5.754, 30.962], [-21.230, 4.807, 32.114], [-22.542, 6.827, 31.487], [-22.365, 4.987, 29.936], [-23.505, 4.367, 30.412], [-23.603, 7.163, 28.488], [-23.625, 6.293, 27.026], [-24.592, 5.720, 28.466], [-21.889, 3.116, 28.154], [-23.512, 3.377, 27.759], [-22.371, 4.044, 26.683], [-20.420, 5.144, 27.635], [-21.304, 6.351, 27.042], [-19.571, 7.263, 28.517], [-21.230, 7.794, 28.853], [-20.158, 7.372, 30.789], [-19.519, 5.741, 30.538], [-20.410, 4.163, 31.798], [-22.018, 4.125, 32.436], [-20.969, 5.344, 33.027], [-22.226, 7.397, 32.359], [-23.492, 6.346, 31.727], [-22.679, 7.526, 30.659], [-24.129, 5.108, 30.407], [-19.309, 3.293, 22.560], [-18.796, 4.637, 23.098], [-19.675, 5.816, 22.640], [-18.965, 4.687, 24.627], [-17.894, 3.939, 25.442], [-16.457, 4.219, 24.985], [-16.239, 4.292, 23.443], [-14.932, 5.076, 23.133], [-16.104, 2.856, 22.903], [-17.395, 4.893, 22.742], [-17.167, 5.250, 21.411], [-20.370, 3.292, 22.829], [-19.251, 3.204, 21.475], [-18.996, 2.346, 22.999], [-19.483, 6.786, 23.095], [-19.811, 5.892, 21.558], [-20.733, 5.664, 22.879], [-19.077, 5.709, 24.992], [-19.853, 4.142, 24.953], [-17.970, 3.896, 26.529], [-18.090, 2.909, 25.125], [-15.889, 3.345, 25.310], [-16.119, 5.133, 25.474], [-14.192, 4.699, 23.838], [-15.141, 6.143, 23.179], [-14.651, 4.798, 22.117], [-15.281, 2.460, 23.507], [-15.818, 2.713, 21.860], [-16.995, 2.246, 23.036], [-16.850, 6.151, 21.527], [-21.386, 1.794, 35.061], [-20.645, 0.927, 34.204], [-19.358, 1.471, 33.947], [-18.368, 0.393, 33.516], [-17.074, 1.051, 32.986], [-18.929, -0.411, 32.402], [-20.920, 1.691, 36.044], [-22.421, 1.458, 35.109], [-21.323, 2.824, 34.703], [-19.375, 2.193, 33.125], [-19.038, 1.823, 34.934], [-18.044, -0.277, 34.316], [-17.313, 1.572, 32.060], [-16.408, 0.198, 32.855], [-16.665, 1.641, 33.810], [-19.932, -0.244, 32.477], [-18.780, 0.221, 31.616], [-14.195, 8.633, 26.550], [-15.359, 8.020, 27.132], [-15.014, 6.799, 27.742], [-15.934, 6.282, 28.873], [-16.085, 7.358, 29.946], [-15.228, 5.107, 29.413], [-14.591, 9.558, 26.136], [-13.935, 7.970, 25.720], [-13.320, 8.726, 27.193], [-14.843, 6.072, 26.937], [-14.008, 6.862, 28.173], [-16.872, 5.891, 28.477], [-15.191, 7.493, 30.559], [-16.703, 6.977, 30.766], [-16.521, 8.295, 29.607], [-15.013, 4.531, 28.611], [-14.453, 5.184, 30.053], [-13.491, -1.450, 25.530], [-14.003, -0.388, 26.201], [-13.743, 0.802, 25.608], [-14.656, -0.504, 27.233], [-13.222, -1.229, 24.589], [-13.546, -2.351, 25.972], [-14.166, 1.567, 26.106], [-13.544, 0.766, 24.624], [-20.470, -3.463, 28.751], [-19.622, -2.558, 29.279], [-19.468, -1.499, 28.496], [-19.193, -2.643, 30.415], [-20.897, -4.203, 29.281], [-20.958, -3.388, 27.874], [-19.967, -1.384, 27.630], [-18.907, -0.679, 28.699], [-14.529, -1.181, 30.453], [-15.857, -1.501, 30.398], [-16.311, -1.254, 29.159], [-16.490, -1.928, 31.345], [-14.102, -1.293, 31.357], [-14.013, -0.788, 29.687], [-15.672, -0.835, 28.491], [-17.268, -1.358, 28.869], [-16.754, 1.855, 28.181], [-17.790, 1.959, 29.043], [-18.006, 3.125, 29.660], [-18.612, 1.056, 29.212], [-16.462, 0.932, 27.907], [-16.243, 2.688, 27.950], [-17.282, 3.809, 29.492], [-18.738, 3.190, 30.346], [-21.293, 1.756, 30.267], [-22.154, 1.010, 31.002], [-23.264, 1.663, 31.288], [-21.825, -0.107, 31.421], [-20.506, 1.356, 29.777], [-21.648, 2.672, 30.060], [-23.935, 1.313, 31.950], [-23.293, 2.650, 31.048]],
  "forces_ev_per_a": [[0.3167, 0.2527, -0.0111], [1.2228, 0.0823, 0.6010], [-0.9708, -0.2260, -0.3574], [-0.0328, 0.5951, -1.1813], [-0.7142, -2.5070, -1.3279], [0.1370, 1.6593, -0.0834], [-0.8059, -0.0265, 0.4731], [0.0673, -0.3070, -0.1350], [-0.5327, 0.4942, -0.3912], [2.2335, -0.9318, -0.9954], [-0.6752, 0.9566, 0.0791], [0.3191, -0.0864, 0.3731], [-0.4988, -0.3953, -0.0869], [-0.1291, -0.0774, -0.4467], [0.4975, 0.4167, -0.1399], [-0.3154, 0.4383, 0.3566], [0.3658, -0.0041, -0.0021], [0.2708, -0.4594, 1.0500], [-0.5413, 0.2807, 0.0254], [0.0499, 0.1931, 0.2001], [0.1967, 0.2694, 0.6236], [0.1064, -0.5274, 1.4335], [0.1999, 0.0211, -0.6318], [0.1530, 0.0073, 0.1494], [-0.2829, 0.1448, -0.3475], [0.3354, 0.2356, -0.2067], [0.2868, -0.2235, 0.0246], [-0.1260, 0.3350, 0.1849], [-0.3585, 0.2135, 0.1803], [-0.6794, -0.5332, 0.3391], [-1.6649, 0.1509, -0.0212], [0.5562, 0.1457, 0.3243], [-1.3828, -0.4092, -1.0613], [0.5417, -0.3373, 1.8719], [0.3862, -1.0664, -2.0410], [-0.7188, 0.2002, -0.2275], [-1.0299, -0.6025, -1.2732], [-1.3600, -1.0059, -0.2313], [1.0724, -0.4808, 0.7400], [-0.0660, 1.5681, 2.3512], [0.1807, -0.3277, -0.0108], [-0.2218, -0.0338, -0.3737], [0.1877, 0.1468, -0.0014], [0.7149, 0.3516, 0.2055], [0.7304, -0.1130, -0.1497], [0.8375, 0.2058, -0.1410], [0.0728, -0.5300, 0.6250], [0.1254, 0.1484, -0.2353], [-0.5124, 0.3648, -0.5603], [-0.3337, 0.5713, -0.0052], [0.1545, -0.3142, 0.3302], [0.4850, 0.3240, 0.2531], [0.2980, 0.0404, -0.1671], [0.2565, 0.4718, -0.0302], [0.3786, 0.0494, 0.3372], [0.2898, 0.2492, 0.0260], [-0.0161, -0.6810, -0.1850], [-0.0172, 0.6721, -0.1047], [0.0738, 0.0960, 0.3762], [-0.0977, 0.1318, -0.5053], [0.7837, -0.8271, -0.3345], [-0.5428, 0.3377, -0.3719], [0.3926, -1.3164, 1.0695], [0.1783, -0.1076, -1.2558], [-0.6695, -1.0879, 1.4248], [-0.4515, 1.5718, 0.6540], [-0.2569, 0.4507, 0.3009], [0.0389, -0.0304, -0.1305], [-0.1453, 0.1439, 0.1041], [-0.2187, 0.5416, 0.2617], [0.4530, 0.9134, -0.2991], [-0.4824, 0.0595, 0.3100], [0.4529, 0.2772, 0.0573], [0.1887, 0.2410, -0.6113], [0.1779, 0.5774, -0.4186], [-0.3595, -1.0233, 0.0679], [0.3867, -0.5656, -0.6653], [-1.5164, -0.8969, -0.9812], [0.4441, 0.3856, 0.9915], [0.4685, 0.0353, -0.3210], [1.8819, 0.6516, 0.0172], [-0.7482, -0.8961, 1.0688], [-1.4769, -0.7507, -0.4821], [0.5466, 0.2288, 0.1360], [0.4631, 0.2197, -0.2264], [-0.2870, 0.2206, 0.3874], [-0.4640, -0.4743, 0.0250], [-0.0011, 0.3216, 0.4060], [-0.2644, 0.4333, 0.0303], [0.5903, 0.3916, -0.8250], [-0.6362, -0.1031, -0.3445], [0.2832, -0.0242, -0.1556], [0.5542, -0.2863, 0.3281], [0.0483, 0.5245, -0.1868], [-0.1546, 0.7305, 0.2397], [-0.3948, -0.8779, 0.1438], [-0.0803, -0.0405, 0.4929], [0.9172, 0.6305, -0.3858], [0.4007, -1.0628, -0.0189], [-0.0629, -0.1235, -0.5174], [-0.0003, 0.3210, -0.7252], [-0.0514, 0.8464, 0.0531], [-1.6929, -2.4099, -1.2317], [-0.7592, -0.0853, 2.6725], [0.9313, 2.3231, -2.3688], [0.3373, -0.3644, -0.7571], [0.6132, 0.2706, 0.6583], [0.4172, 0.6107, -0.0995], [-0.1167, -0.3873, 0.1005], [-0.3681, -0.1978, 0.7640], [1.1763, -0.0445, 1.1494], [-0.6373, -0.1493, 0.5983], [-0.7356, 0.4740, -1.5628], [0.7238, 0.0917, -0.2758], [0.1338, 0.0842, -0.2086], [-0.0668, -0.0499, 0.0574], [-0.5751, -0.6751, 0.4888], [0.1155, -0.3864, 0.5628], [0.0584, 0.4629, -0.0032], [-1.8827, -1.0737, 0.0818], [1.2207, 1.0959, -0.6978], [0.4731, -0.5043, -0.1719], [0.1668, 0.1352, -0.1008], [0.3297, -0.3469, -0.0005], [-0.2663, 0.4987, 0.9656], [0.0707, 0.0762, -0.0292], [0.0127, 0.8840, -0.4001], [2.7725, -2.6936, 0.9685], [-2.2173, 1.4120, 0.4528], [-1.1116, 0.6583, -0.6125], [0.0765, -0.0810, 0.1711], [0.5823, 0.2180, -0.5350], [0.3073, -0.1890, -0.0175], [-0.4916, -0.4949, 0.2034]],
  "mulliken_charge": [-1.832, 1.618, -1.729, -0.926, -1.168, -1.124, 1.920, -1.675, -1.696, 1.266, -0.608, 0.338, 0.481, 0.443, 0.151, 0.402, 0.393, -0.085, 0.525, 0.463, 0.481, 0.160, 0.269, -0.190, 0.354, 0.428, 0.428, 0.392, 0.400, 0.278, -1.870, 1.945, -1.959, -1.258, -0.739, -0.176, 1.604, -1.946, -1.422, 0.492, -0.529, 0.477, 0.357, 0.381, 0.415, 0.412, 0.411, 0.374, 0.277, 0.299, 0.126, -0.067, 0.006, 0.402, 0.428, 0.395, 0.217, 0.388, 0.228, 0.342, -0.761, -0.318, -0.201, 0.296, -1.146, -0.313, 0.376, 0.241, 0.268, -0.280, 0.543, 0.275, 0.139, 0.304, 0.422, 0.232, -0.090, -0.769, -0.336, -0.943, 1.766, -1.835, -0.560, 0.269, 0.285, 0.303, 0.266, 0.393, -0.198, 0.375, 0.471, 0.346, 0.007, 0.240, -0.428, 0.571, -0.404, -0.717, 0.164, 0.244, 0.148, 0.202, -0.469, 0.653, -0.304, -0.534, 0.249, 0.105, 0.203, 0.140, -0.379, 0.610, -0.239, -0.566, 0.221, 0.115, 0.446, -0.179, 0.366, 0.339, 0.065, -0.160, -0.021, -0.251, 0.056, -0.392, 0.400, 0.457, -0.302, -0.735, -0.232, -0.183, 0.247, 0.257]
}

---

# 2
{
  "formula": "C2H4ClNS",
  "method": "the ωB97M-V functional and the def2-TZVPD basis",
  "charge": 0,
  "de_lowest_kj_mol": 172.1,
  "e_tot_ha": -991.50084,
  "homo_energy_ha": [-0.196, -0.359],
  "lumo_energy_ev": [0.590, -2.812],
  "multiplicity": 3,
  "s_squared": 2.008,
  "species": ["C", "C", "N", "S", "Cl", "H", "H", "H", "H"],
  "positions_angstrom": [[-2.182, 0.596, 0.065], [0.798, -0.381, 0.037], [-2.916, -0.437, 0.115], [-0.518, 1.052, -0.076], [-4.559, -0.163, 0.003], [-2.595, 1.574, -0.040], [0.282, -0.905, 0.858], [0.489, -0.860, -0.911], [1.764, 0.150, 0.251]],
  "forces_ev_per_a": [[4.8269, 7.9762, 0.0093], [-3.2733, 1.4872, 0.1580], [-3.7000, -8.0609, 0.4838], [0.6834, -1.0409, -0.3087], [0.4598, 0.2423, -0.3196], [-0.6591, 0.7607, 0.1490], [1.1736, -0.2768, -0.0878], [1.4775, -0.0864, 0.4670], [-0.9887, -1.0014, -0.5510]],
  "lowdin_spin": [0.521, 0.035, 0.681, 0.510, 0.212, 0.024, 0.007, 0.011, 0.000]
}